39
Properties=species:S:1:pos:R:3 method="wB97M-V/def2-TZVPD" lumo_energy_ha=0.0928 homo_energy_ev=-5.81 spin_multiplicity=1 de_lowest_kj_mol=73.95 orbital_gap_ha=0.306 total_charge=-1
Cu -0.27 -0.88 1.01
C -3.65 0.45 2.49
F -3.31 -0.25 3.56
F -3.79 -0.33 1.42
F -4.78 1.08 2.81
S -2.28 1.77 2.16
O -2.35 2.24 0.79
O -2.57 2.82 3.11
N -0.90 0.80 2.29
S -0.32 1.32 3.71
O 0.24 2.64 3.56
O -1.02 1.03 4.92
C 1.22 0.20 3.81
F 0.93 -1.09 3.63
F 2.05 0.54 2.83
F 1.79 0.45 4.98
Cl 0.19 -3.63 1.10
N 2.26 -0.33 0.01
C 2.71 -1.52 -0.38
C 3.49 -1.78 -1.50
C 3.67 -0.67 -2.35
C 3.06 0.55 -2.06
C 2.49 0.70 -0.80
H 2.64 -2.29 0.39
H 3.91 -2.74 -1.75
H 4.37 -0.82 -3.16
H 3.24 1.43 -2.66
H 2.10 1.69 -0.58
N -1.60 -0.53 -1.47
C -0.68 -1.26 -2.12
C -0.47 -1.04 -3.47
C -1.19 -0.07 -4.17
C -2.18 0.64 -3.50
C -2.31 0.38 -2.13
H -0.12 -2.05 -1.63
H 0.10 -1.70 -4.11
H -1.01 -0.09 -5.23
H -2.72 1.39 -4.07
H -2.90 0.98 -1.44